Entry 1:
ORCA calculation (ωB97M-V/def2-TZVPD) on a molecular structure, C21H26N2O3S at a distorted geometry.

The geometry in XYZ format:
```
53
Properties=species:S:1:pos:R:3:forces:R:3
C -2.660 2.704 1.633 -0.73 -0.01 0.07
O -1.402 3.363 1.447 -0.19 -0.96 -0.42
C -0.601 2.643 0.460 -0.90 0.41 0.46
C -1.078 3.131 -0.957 1.14 0.40 -0.64
C -0.620 2.231 -2.182 -0.46 -0.35 -0.09
C -0.456 0.690 -1.874 -0.63 0.01 -1.17
C -1.874 -0.033 -1.940 0.74 -0.61 -0.86
C -1.927 -1.407 -1.172 -0.82 1.05 0.74
C -2.014 -1.133 0.402 -0.12 -0.59 -0.56
C -0.716 -1.622 1.167 -0.28 0.53 0.86
C -1.009 -2.359 2.524 -0.63 -1.03 1.13
C -2.203 -3.120 2.813 1.32 0.55 0.40
C -2.523 -3.804 4.124 2.70 1.20 0.36
C -1.560 -3.736 5.196 -1.19 0.41 -2.42
C -0.296 -2.986 4.939 0.47 0.21 0.43
N 0.699 -2.847 5.904 -0.72 0.95 -3.23
S 1.875 -1.923 5.159 -1.56 -0.70 -0.69
N 1.251 -1.662 3.631 -1.95 -1.42 1.64
C 0.019 -2.283 3.628 -0.61 -0.83 0.88
H -3.010 2.154 0.712 0.44 0.56 0.71
H -2.635 1.942 2.471 0.13 0.84 -0.73
H -3.449 3.481 1.850 0.90 -0.77 -0.04
H -0.768 1.553 0.666 0.29 0.83 -0.52
H 0.472 2.883 0.695 -1.01 -0.17 -0.48
H -0.600 4.147 -1.115 -0.65 -1.00 0.28
H -2.188 3.329 -1.017 1.14 -0.53 0.46
H -1.444 2.309 -2.958 0.98 -0.08 0.69
H 0.304 2.621 -2.699 -0.79 -0.27 0.82
H 0.133 0.448 -0.952 -0.64 0.36 -0.68
H 0.133 0.259 -2.734 -0.60 0.41 1.10
H -2.039 -0.271 -3.038 0.08 0.41 1.10
H -2.721 0.660 -1.662 0.85 -0.80 0.12
H -2.876 -1.928 -1.489 1.06 0.33 0.26
H -1.051 -2.079 -1.369 -0.77 0.76 -0.16
H -2.176 -0.034 0.594 0.23 -1.13 -0.22
H -2.961 -1.637 0.751 1.19 0.46 -0.06
H -0.027 -2.226 0.505 -0.90 0.43 0.75
H -0.123 -0.695 1.438 -0.47 -1.09 -0.24
H -2.976 -3.226 2.005 0.94 0.20 0.94
H -3.508 -4.334 4.211 1.25 0.60 0.03
H -1.778 -4.219 6.178 0.48 0.59 -0.98
C 4.099 0.527 -1.776 0.15 0.10 0.09
C 5.222 1.169 -2.095 -0.13 -0.08 0.16
C 5.575 1.442 -3.507 0.24 0.14 -0.06
O 6.599 2.025 -3.799 -0.13 -0.07 0.03
C 4.632 0.976 -4.549 -0.19 -0.10 -0.09
C 3.509 0.334 -4.229 0.11 0.08 -0.16
C 3.156 0.061 -2.818 -0.17 -0.12 0.07
O 2.132 -0.522 -2.525 0.44 -0.10 -0.07
H 3.825 0.318 -0.749 -0.04 -0.02 -0.02
H 5.922 1.517 -1.346 0.02 0.01 -0.04
H 4.905 1.185 -5.576 0.04 0.02 0.02
H 2.809 -0.014 -4.978 -0.02 -0.01 0.04
```
Positions in Å, forces in eV/Å.

## Properties
HOMO-LUMO gap in eV: 7.066
Highest occupied orbital energy in eV: -8.7
DFT total energy in eV: -42152.44669
Largest force on an atom in hartree/bohr: 0.0671
Relative energy (zero: lowest compared OMol25 entry of this formula, charge and spin) in kJ/mol: 642.8

Results of the natural (NBO) charge analysis, in e, for atoms 1 through 2: number 1, C, carries -0.267; number 2, O, carries -0.554

Entry 2:
ORCA calculation (ωB97M-V/def2-TZVPD) on a single C21H26N4O2 molecule.

The geometry in XYZ format:
```
53
Properties=species:S:1:pos:R:3:forces:R:3
C -5.346 -0.769 -2.037 -0.11 -0.07 -0.17
C -5.116 0.275 -1.265 0.11 0.07 0.20
C -4.197 0.270 -0.087 0.14 0.15 -0.05
C -3.056 1.274 -0.276 -0.20 -0.35 0.26
C -2.148 1.295 0.942 -0.09 0.30 -0.23
O -2.312 0.542 1.885 -0.17 -0.32 0.17
N -1.159 2.224 0.948 0.15 0.19 0.25
C -0.718 3.021 -0.173 0.14 0.02 -0.38
C 0.598 2.473 -0.728 -0.07 0.18 0.12
C 1.645 2.422 0.391 -0.62 -0.01 0.03
N 2.916 1.941 -0.106 0.36 -0.34 0.05
N 3.791 2.860 -0.509 0.00 0.77 -0.11
C 4.857 2.215 -0.934 -0.10 -0.26 0.09
C 4.683 0.835 -0.810 -0.30 -0.08 0.08
C 3.414 0.692 -0.280 0.39 0.01 -0.31
N 2.776 -0.503 0.083 0.34 -0.06 0.25
C 1.729 -1.079 -0.584 0.05 0.02 -0.01
O 1.102 -0.500 -1.447 0.03 -0.05 -0.08
C 1.450 -2.471 -0.122 -0.08 -0.38 -0.03
C 2.520 -3.357 -0.009 -0.04 0.05 0.00
C 2.321 -4.664 0.393 0.06 -0.08 0.04
C 1.041 -5.094 0.696 0.07 -0.02 0.00
C -0.026 -4.224 0.573 0.04 0.04 -0.01
C 0.150 -2.910 0.153 0.12 0.00 -0.08
C -1.036 -2.008 0.034 -0.09 0.14 -0.01
C 1.116 1.615 1.576 -0.07 0.25 -0.01
C -0.207 2.223 2.040 0.09 -0.30 0.28
H -6.017 -0.723 -2.879 -0.13 0.07 -0.15
H -4.875 -1.721 -1.856 0.14 -0.19 0.10
H -5.601 1.221 -1.471 -0.13 0.09 -0.11
H -4.751 0.543 0.815 0.05 -0.08 0.02
H -3.780 -0.724 0.067 -0.04 -0.02 0.07
H -2.469 0.993 -1.154 0.01 0.11 -0.08
H -3.468 2.272 -0.438 0.09 0.03 -0.11
H -0.564 4.048 0.183 -0.09 -0.01 -0.07
H -1.473 3.042 -0.955 0.00 0.06 0.06
H 0.449 1.470 -1.130 0.00 0.13 0.01
H 0.959 3.116 -1.532 0.05 0.02 -0.03
H 1.855 3.448 0.718 -0.01 -0.19 -0.02
H 5.705 2.753 -1.307 0.16 0.16 -0.06
H 5.368 0.053 -1.067 0.08 -0.21 -0.06
H 3.293 -1.093 0.720 -0.19 0.11 -0.03
H 3.518 -3.032 -0.274 0.07 0.03 -0.01
H 3.159 -5.340 0.466 0.06 -0.06 -0.01
H 0.873 -6.111 1.019 -0.02 -0.08 0.03
H -1.024 -4.568 0.801 -0.11 -0.01 0.01
H -1.940 -2.595 -0.107 -0.09 -0.02 0.03
H -1.162 -1.416 0.942 -0.07 0.05 0.03
H -0.919 -1.327 -0.804 -0.09 0.03 -0.01
H 0.930 0.584 1.277 -0.01 0.01 0.09
H 1.840 1.619 2.393 0.05 -0.05 0.01
H -0.056 3.254 2.377 -0.02 -0.01 0.01
H -0.635 1.635 2.853 0.10 0.17 -0.08
```
Positions in Å, forces in eV/Å.

## Properties
HOMO-LUMO gap in eV: 9.892
Highest occupied orbital energy in eV: -9.2
DFT total energy in eV: -32254.86887
Largest force on an atom in hartree/bohr: 0.0152
SMILES: C=CCCC(=O)N1CCC(n2nccc2NC(=O)c2ccccc2C)CC1
Relative energy (zero: lowest compared OMol25 entry of this formula, charge and spin) in kJ/mol: 75.7

Results of the natural (NBO) charge analysis, in e, for atoms 1 through 2: number 1, C, carries -0.397; number 2, C, carries -0.165

Entry 3:
ORCA calculation (ωB97M-V/def2-TZVPD) on a single C21H26N4O7S molecule at a distorted geometry.

The geometry in XYZ format:
```
59
Properties=species:S:1:pos:R:3:forces:R:3
C -3.981 -1.636 -2.284 -0.25 -0.07 0.10
C -5.128 -2.411 -1.634 0.49 -0.33 -0.27
N -5.968 -1.632 -0.756 0.02 -0.12 1.13
C -6.624 -0.445 -1.254 -0.34 0.46 -0.07
C -7.635 -0.766 -2.351 0.26 0.00 0.22
S -5.599 -1.671 0.860 -0.11 -0.01 -0.17
O -5.260 -3.023 1.194 0.29 0.08 -0.15
O -6.668 -1.026 1.562 0.11 0.28 -0.13
C -4.121 -0.666 1.044 -0.49 -0.34 0.02
C -2.886 -1.281 1.129 0.07 -0.15 0.06
C -1.743 -0.512 1.221 -0.10 0.18 -0.03
C -1.824 0.885 1.222 -0.49 -0.38 -0.04
C -0.653 1.738 1.310 0.78 0.20 0.14
C 0.606 1.361 1.557 -0.44 0.01 -0.11
C 1.686 2.361 1.580 -0.10 0.43 -0.01
O 1.543 3.549 1.452 0.05 -0.09 0.03
O 2.875 1.763 1.783 0.06 -0.32 0.21
C 4.022 2.584 1.633 0.08 0.70 0.08
C 5.172 1.777 1.066 -0.36 -0.11 -0.05
O 6.266 1.847 1.626 0.02 0.16 0.18
C 4.914 0.920 -0.070 0.14 -0.04 -0.01
C 5.851 -0.071 -0.411 -0.30 0.35 0.10
N 7.034 -0.121 0.194 0.11 -0.14 0.06
N 5.560 -0.995 -1.369 0.21 -0.05 0.04
C 6.514 -2.036 -1.702 0.08 -0.25 -0.18
C 4.352 -1.004 -2.074 0.03 -0.03 0.09
O 4.110 -1.877 -2.876 -0.01 -0.13 -0.14
N 3.506 0.028 -1.804 -0.29 0.11 -0.05
C 2.272 0.115 -2.569 -0.26 0.00 -0.21
C 3.719 1.059 -0.873 0.46 -0.24 -0.06
O 2.920 1.970 -0.838 -0.10 0.12 -0.06
C -3.086 1.483 1.135 0.22 -0.13 -0.01
C -4.231 0.712 1.052 -0.15 0.02 0.00
H -4.360 -0.889 -2.977 0.03 0.11 -0.10
H -3.373 -1.137 -1.533 0.08 0.05 -0.02
H -3.351 -2.326 -2.838 0.08 -0.03 -0.09
H -5.755 -2.858 -2.411 0.02 -0.04 0.12
H -4.736 -3.216 -1.012 -0.02 -0.10 -0.29
H -5.893 0.291 -1.620 -0.06 -0.02 0.06
H -7.145 -0.025 -0.393 0.00 0.16 -0.21
H -7.139 -1.109 -3.255 -0.01 -0.04 -0.15
H -8.317 -1.538 -2.008 -0.10 -0.08 0.01
H -8.206 0.128 -2.589 -0.04 0.07 -0.07
H -2.846 -2.359 1.131 0.09 -0.12 0.01
H -0.780 -0.994 1.285 0.10 -0.07 0.00
H -0.825 2.798 1.165 0.04 0.09 -0.01
H 0.910 0.341 1.731 -0.07 -0.16 0.01
H 4.325 2.984 2.607 0.00 -0.12 -0.19
H 3.774 3.420 0.964 0.15 -0.16 0.15
H 7.670 -0.887 0.070 -0.06 0.01 -0.04
H 7.160 0.590 0.927 0.04 -0.11 -0.15
H 7.446 -1.601 -2.066 0.01 -0.01 0.04
H 6.705 -2.679 -0.841 0.02 0.01 -0.01
H 6.066 -2.635 -2.494 0.14 0.07 0.15
H 2.280 1.023 -3.171 -0.05 -0.05 0.03
H 2.203 -0.763 -3.205 -0.01 0.10 0.07
H 1.427 0.162 -1.883 0.02 0.02 -0.07
H -3.161 2.560 1.143 0.00 0.11 0.00
H -5.210 1.161 1.010 -0.09 0.14 0.01
```
Positions in Å, forces in eV/Å.

## Properties
HOMO-LUMO gap in eV: 8.636
Highest occupied orbital energy in eV: -9.0
DFT total energy in eV: -53328.35866
Largest force on an atom in hartree/bohr: 0.0222
SMILES: CCN(CC)S(=O)(=O)c1ccc(/C=C/C(=O)OCC(=O)c2c(N)n(C)c(=O)n(C)c2=O)cc1
Relative energy (zero: lowest compared OMol25 entry of this formula, charge and spin) in kJ/mol: 1.7

Results of the natural (NBO) charge analysis, in e, for atoms 1 through 2: number 1, C, carries -0.633; number 2, C, carries -0.230

> What is the HOMO-LUMO gap in the third record?

8.636 eV

> The highest DFT total energy belongs to which entry?

C21H26N4O2